# 1
Density functional theory data (ωB97M-V/def2-TZVPD) for C50H47BBrCaClF4NO6P2S2 as an isolated structure.

## Properties
* total charge: -1
* relative energy (zero: lowest compared OMol25 entry of this formula, charge and spin): 0.5077 eV
* highest occupied orbital energy: -0.201 Eh

Each line ends with the Mulliken charge.
Geometry (Å):
Ca: -0.842945 -0.057152 -0.208461  2.59
Br: -4.341026 1.926285 0.563434  -0.05
C: -2.843486 2.179048 1.713638  0.09
C: -3.059753 2.786319 2.935451  -0.82
C: -1.946290 3.025172 3.723416  -0.70
C: -0.694131 2.673453 3.252023  -0.75
C: -0.595944 2.040022 2.023175  0.40
N: -1.672571 1.785912 1.259138  0.51
C: 0.785171 1.605773 1.510388  0.18
O: 1.674285 2.456215 1.571918  -0.85
O: 0.857345 0.411128 1.102188  0.01
H: -4.059420 3.043822 3.249015  0.46
H: -2.060205 3.491030 4.694283  0.40
H: 0.210756 2.873211 3.807331  0.57
O: -2.388898 0.604338 -1.874657  -0.51
S: -2.998817 -0.345217 -2.870170  0.61
C: -2.209133 0.050063 -4.493585  -1.30
C: -1.324720 1.291521 -4.412445  -0.72
C: 0.104348 0.963126 -3.989255  0.84
C: 0.972814 2.185824 -3.727127  -0.80
S: 0.749524 2.870318 -2.034133  0.12
O: 0.002402 1.831067 -1.278581  0.34
C: -0.509284 4.108650 -2.382196  0.41
C: -1.752592 3.943728 -1.792787  0.28
C: -2.730097 4.906836 -2.004497  -0.63
C: -2.459721 6.017829 -2.791252  -0.66
C: -1.203250 6.178657 -3.362749  -0.69
C: -0.218052 5.226007 -3.151051  -0.67
C: -4.600100 0.371928 -3.229875  0.30
C: -4.815656 1.722490 -3.002911  -0.43
C: -6.059716 2.262803 -3.289657  -0.87
C: -7.073093 1.454434 -3.791011  -0.48
C: -6.849071 0.100832 -4.000000  -0.61
C: -5.606977 -0.449042 -3.712541  -0.43
H: -3.029596 0.184358 -5.196971  0.61
H: -1.642848 -0.841768 -4.759743  0.61
H: -1.769668 2.011994 -3.723466  -0.19
H: -1.307637 1.765993 -5.398721  0.66
H: 0.592726 0.364996 -4.764134  0.55
H: 0.098880 0.334602 -3.097585  -0.73
H: 0.784694 3.000483 -4.429644  0.76
H: 2.027381 1.919724 -3.777575  -0.06
H: -1.939820 3.062374 -1.189776  0.10
H: -3.703585 4.785641 -1.544543  0.47
H: -3.224622 6.766783 -2.952592  0.39
H: -0.988244 7.050992 -3.966552  0.38
H: 0.769224 5.355932 -3.580542  0.49
H: -4.018035 2.322994 -2.583835  0.39
H: -6.242465 3.315394 -3.113367  0.45
H: -8.045291 1.879257 -4.006130  0.39
H: -7.644969 -0.531300 -4.371802  0.41
H: -5.423063 -1.508391 -3.848950  0.47
C: 3.100172 -2.594783 -1.011442  -1.27
C: 3.804482 -2.843241 0.323140  -1.83
P: 3.024422 -2.077785 1.807111  0.47
C: 1.451368 -3.002490 1.960012  0.55
C: 0.440939 -2.405276 2.711111  0.14
C: -0.767092 -3.054522 2.920740  -0.83
C: -0.995360 -4.291945 2.339768  -0.27
C: -0.007824 -4.883287 1.563509  -0.79
C: 1.212134 -4.249954 1.385982  -0.37
C: 3.984615 -2.918531 3.141771  0.63
C: 3.522108 -2.752125 4.449658  -0.52
C: 4.187351 -3.316230 5.524463  -0.65
C: 5.351957 -4.046443 5.319199  -0.43
C: 5.834349 -4.204609 4.030598  -0.68
C: 5.155489 -3.648184 2.951829  -0.56
P: 2.770643 -0.806217 -1.446621  1.95
C: 2.946719 -0.945704 -3.269612  0.28
C: 3.656335 -0.011384 -4.026233  -1.10
C: 3.638381 -0.054423 -5.413988  -0.40
C: 2.906162 -1.033295 -6.072708  -0.66
C: 2.198008 -1.969545 -5.330981  -0.65
C: 2.216803 -1.927682 -3.944456  -0.55
C: 4.361679 -0.044711 -0.953750  -0.10
C: 5.604505 -0.433775 -1.456273  -0.15
C: 6.769022 0.142154 -0.975424  -0.69
C: 6.702397 1.114546 0.018224  -0.53
C: 5.472725 1.506585 0.522331  -0.60
C: 4.301668 0.931523 0.038928  -0.50
H: 2.128216 -3.092063 -1.034872  -0.03
H: 3.709444 -3.033562 -1.806346  0.74
H: 4.810144 -2.414000 0.280232  0.85
H: 3.922455 -3.922640 0.453767  0.99
H: 0.587238 -1.404754 3.101859  0.09
H: -1.547539 -2.563696 3.488405  0.41
H: -1.957017 -4.774403 2.459745  0.39
H: -0.193231 -5.833212 1.077886  0.41
H: 1.969594 -4.733057 0.781016  0.22
H: 2.618175 -2.178595 4.622419  0.33
H: 3.798996 -3.182200 6.526694  0.38
H: 5.877884 -4.484605 6.158334  0.36
H: 6.743748 -4.767473 3.856822  0.37
H: 5.557153 -3.789990 1.957431  0.30
H: 4.235585 0.755832 -3.523902  0.39
H: 4.201315 0.677786 -5.981082  0.39
H: 2.889215 -1.066370 -7.155192  0.36
H: 1.612425 -2.732954 -5.828018  0.46
H: 1.634337 -2.653473 -3.390135  0.22
H: 5.657799 -1.193457 -2.229158  0.42
H: 7.729579 -0.167549 -1.369567  0.41
H: 7.613389 1.561412 0.397987  0.37
H: 5.413070 2.258459 1.299118  0.52
H: 3.341127 1.233044 0.447443  0.28
Cl: -4.862386 -3.444476 2.066211  -0.27
C: -4.411836 -2.072247 0.997850  -0.18
C: -3.245734 -1.268765 1.595957  -0.01
O: -3.416110 -0.687647 2.665267  -0.71
O: -2.193154 -1.278961 0.882037  -0.93
H: -5.293458 -1.439336 0.927087  0.33
H: -4.138272 -2.494227 0.035469  0.08
F: -0.436537 -1.743624 -1.607014  -0.39
B: -0.794006 -2.992050 -2.291436  0.27
F: 0.244421 -3.893488 -2.091556  -0.30
F: -1.995395 -3.442052 -1.790256  -0.33
F: -0.902590 -2.663706 -3.657236  -0.36

Force components x, y, z for each atom (eV/Å):
0.1727 -0.0729 -0.5961
0.0130 -0.0102 0.0134
-0.0653 0.0125 -0.0556
0.0165 -0.0063 -0.0072
0.0042 -0.0034 -0.0035
-0.0470 0.0276 0.0010
0.0855 0.0999 0.0599
0.1277 0.1476 0.3170
0.0464 0.1167 0.1682
0.0309 -0.0393 0.0404
0.2533 0.3448 0.4340
0.0014 0.0037 0.0039
-0.0046 -0.0008 0.0011
0.0010 0.0027 -0.0033
-0.1198 -0.1341 -0.1913
-0.0625 0.0331 -0.1466
-0.0149 0.0195 0.0255
-0.0214 0.0301 -0.0086
-0.0157 -0.0002 0.0134
-0.0180 0.0084 0.0374
-0.1948 0.0395 -0.1875
0.3166 0.1174 0.0900
0.0053 -0.0064 -0.0062
0.0291 -0.0021 0.0053
-0.0105 0.0088 -0.0047
-0.0012 -0.0059 0.0001
0.0010 0.0047 0.0018
0.0028 0.0009 -0.0020
0.0060 0.0246 0.0077
0.0132 -0.0068 0.0253
-0.0092 -0.0024 -0.0058
0.0014 0.0093 0.0051
0.0096 -0.0036 -0.0007
-0.0045 0.0022 -0.0119
0.0112 -0.0524 -0.0241
0.0235 -0.0002 0.0421
0.0136 0.0016 0.0074
-0.0202 0.0065 0.0045
-0.0021 0.0368 -0.0112
0.0062 -0.0182 -0.0101
0.0202 0.0001 -0.0117
-0.0123 -0.0038 0.0154
-0.0129 0.0096 -0.0014
0.0018 -0.0089 0.0072
0.0001 -0.0001 -0.0005
0.0008 -0.0005 -0.0008
-0.0002 0.0029 -0.0024
-0.0048 -0.0055 -0.0054
0.0012 0.0012 0.0002
-0.0007 -0.0011 0.0005
-0.0007 0.0004 0.0005
-0.0021 -0.0015 -0.0003
-0.0532 0.0570 -0.0116
0.0556 -0.0137 -0.0461
0.0378 0.0574 0.0061
-0.0078 0.0303 -0.0151
-0.0217 0.0050 0.0214
-0.0278 -0.0064 0.0017
0.0005 0.0031 0.0043
0.0163 0.0003 -0.0069
-0.0185 -0.0160 -0.0067
-0.0367 -0.0263 -0.0073
-0.0091 -0.0242 0.0212
-0.0014 0.0123 -0.0077
0.0093 -0.0097 -0.0015
0.0007 0.0076 0.0087
0.0120 0.0404 -0.0112
0.0149 -0.1819 0.0540
0.0333 0.0947 -0.0120
0.0170 -0.0195 0.0048
0.0008 -0.0088 -0.0094
0.0065 0.0072 -0.0038
0.0028 -0.0144 0.0051
-0.0094 -0.0133 0.0040
-0.0398 0.0774 -0.0267
0.0123 -0.0138 0.0145
0.0068 0.0029 -0.0109
-0.0055 -0.0004 0.0014
0.0006 0.0124 -0.0085
-0.0069 -0.0012 -0.0290
0.0341 -0.0135 0.0064
-0.0289 -0.0083 -0.0188
0.0116 -0.0370 0.0065
0.0157 -0.0106 0.0189
0.0176 -0.0028 -0.0094
-0.0202 0.0088 -0.0161
-0.0066 0.0008 0.0002
-0.0025 -0.0028 0.0037
0.0018 0.0091 0.0009
0.0005 -0.0100 0.0018
0.0006 0.0005 0.0008
0.0006 -0.0016 -0.0004
-0.0003 -0.0018 -0.0017
-0.0061 -0.0061 -0.0163
-0.0069 -0.0014 -0.0090
0.0015 0.0016 -0.0017
0.0015 -0.0003 -0.0023
-0.0035 -0.0038 0.0036
0.0453 0.0151 -0.0178
-0.0003 -0.0027 0.0001
0.0022 -0.0010 0.0011
0.0022 -0.0009 0.0002
-0.0067 0.0014 0.0012
0.0275 -0.0051 0.0155
-0.0096 -0.0005 0.0100
0.0186 -0.0261 0.0210
0.0248 -0.1009 0.0406
0.0209 -0.0188 0.0154
-0.7242 -0.2054 0.3957
0.0079 0.0133 -0.0366
0.0050 -0.0117 0.0130
0.1032 -0.3789 -0.3677
-0.0717 0.0457 -0.0131
-0.0078 -0.0130 -0.0046
0.0043 -0.0020 -0.0121
-0.0126 -0.0147 0.0086



# 2
Density functional theory data (ωB97M-V/def2-TZVPD) for C50H47N4O4PSSb2Se2Zn as an isolated structure.

## Properties
* highest occupied orbital energy: -0.289 Eh

Each line ends with the Mulliken charge.
Geometry (Å):
Zn: -0.366626 0.688066 -0.752506  2.37
Se: -0.652008 1.741367 -2.893863  -0.75
P: -1.314909 0.004871 -4.117383  0.34
Se: -0.072483 -1.687572 -4.071367  -0.30
C: -3.030442 -0.352545 -3.629515  0.83
C: -3.571187 -1.578285 -4.010488  -0.55
C: -4.894913 -1.869535 -3.721812  -0.70
C: -5.677802 -0.952891 -3.033587  -0.70
C: -5.136777 0.261969 -2.638841  -0.72
C: -3.816206 0.564640 -2.937401  -0.30
C: -1.471051 0.766157 -5.765715  0.62
C: -0.701017 0.305170 -6.824152  -0.52
C: -0.808996 0.906452 -8.072145  -0.61
C: -1.683617 1.964680 -8.261218  -0.42
C: -2.458352 2.424923 -7.202770  -0.71
C: -2.353577 1.828138 -5.958220  -0.39
H: -2.946893 -2.304959 -4.515212  0.35
H: -5.310317 -2.823617 -4.019871  0.44
H: -6.706482 -1.190812 -2.794877  0.40
H: -5.738971 0.973749 -2.088587  0.41
H: -3.393455 1.509219 -2.618323  0.39
H: -0.026351 -0.526549 -6.663297  0.28
H: -0.209276 0.542450 -8.896243  0.40
H: -1.766450 2.431961 -9.234068  0.39
H: -3.146185 3.247297 -7.350392  0.40
H: -2.962176 2.185559 -5.136169  0.29
C: 3.255195 -0.386546 1.040977  -0.65
C: 3.279572 -1.229476 -0.244453  -0.87
C: 1.936983 -1.601844 -0.882357  -0.65
Sb: 0.396457 -2.383813 0.453765  0.14
C: -0.827793 -3.559891 -0.847432  0.28
C: -2.185108 -3.250392 -0.889077  -0.51
C: -3.063321 -4.057803 -1.601765  -0.56
C: -2.591105 -5.165548 -2.288566  -0.56
C: -1.236170 -5.473091 -2.255268  -0.70
C: -0.361382 -4.682768 -1.524806  -0.17
C: 1.566021 -4.059570 1.129802  0.90
C: 2.709550 -4.503607 0.470255  -0.23
C: 3.430592 -5.590187 0.948216  -0.91
C: 3.012020 -6.254399 2.091990  -0.47
C: 1.862318 -5.837466 2.746598  -0.74
C: 1.148036 -4.747575 2.268028  -0.71
Sb: 3.406753 -1.498722 2.915214  1.12
C: 4.911798 -0.195548 3.736454  -0.04
C: 5.857239 -0.739570 4.603575  -0.79
C: 6.860193 0.048369 5.155719  -0.58
C: 6.932510 1.397423 4.844139  -0.48
C: 5.999918 1.954630 3.979454  -0.72
C: 5.000893 1.162562 3.430237  0.38
C: 1.766132 -0.651614 4.023152  -0.29
C: 0.572601 -1.369040 4.048432  0.07
C: -0.538650 -0.895593 4.733257  -0.78
C: -0.454652 0.290058 5.446921  -0.61
C: 0.739869 0.996239 5.464053  -0.57
C: 1.836050 0.541286 4.741494  -0.01
H: 2.395279 0.279518 1.081973  -0.08
H: 4.153481 0.231431 1.061115  0.52
H: 3.861445 -2.137500 -0.068145  0.38
H: 3.836910 -0.668302 -1.002414  0.46
H: 2.074300 -2.278079 -1.725347  0.77
H: 1.513916 -0.694507 -1.344182  -0.28
H: -2.569081 -2.388795 -0.353447  0.23
H: -4.118060 -3.814526 -1.615858  0.52
H: -3.276240 -5.796679 -2.841182  0.38
H: -0.861169 -6.336861 -2.790208  0.39
H: 0.690507 -4.944698 -1.499594  0.32
H: 3.047641 -4.008366 -0.431925  0.43
H: 4.319659 -5.918358 0.424161  0.42
H: 3.576130 -7.098421 2.467463  0.39
H: 1.521416 -6.359526 3.631775  0.40
H: 0.248190 -4.441398 2.788664  0.37
H: 5.813470 -1.793679 4.854611  0.34
H: 7.586332 -0.392908 5.826664  0.38
H: 7.714782 2.012799 5.269605  0.37
H: 6.050963 3.008371 3.733249  0.40
H: 4.282037 1.618202 2.756557  0.25
H: 0.505832 -2.317311 3.535181  0.16
H: -1.464303 -1.456494 4.712279  0.45
H: -1.315408 0.662171 5.987402  0.39
H: 0.823581 1.897131 6.061411  0.48
H: 2.761550 1.103424 4.777822  0.40
O: -3.856545 -0.447261 1.025047  -0.70
C: -3.067226 0.367286 0.589248  -0.37
O: -1.887269 0.065566 0.150140  -0.17
C: -3.492967 1.820947 0.503070  0.37
C: -4.838034 2.125862 0.692241  -0.82
C: -5.299603 3.428264 0.557017  -0.62
C: -4.423522 4.451160 0.227786  -0.74
C: -3.087873 4.132107 0.061461  -0.86
C: -2.610230 2.844616 0.201886  0.87
N: -2.133867 5.195248 -0.293151  1.08
O: -2.549137 6.334041 -0.350726  -0.66
O: -0.978984 4.873350 -0.505476  -0.55
H: -5.509558 1.314132 0.936964  0.54
H: -6.348370 3.649879 0.702037  0.42
H: -4.752483 5.472025 0.102998  0.53
H: -1.552806 2.671169 0.094379  0.59
C: 0.140567 5.293077 3.037119  -1.13
C: 1.166833 4.158235 3.060585  -0.25
C: 1.302507 3.468218 1.743946  0.54
N: 0.648075 2.426501 1.393221  -0.42
N: 0.962367 2.002725 0.120497  0.51
C: 1.863362 2.748975 -0.479958  0.31
N: 2.374218 2.484450 -1.697403  -0.37
S: 2.402924 4.047048 0.510877  -0.29
H: 0.101104 5.776328 4.012680  0.43
H: -0.849723 4.898660 2.811873  0.20
H: 0.388442 6.047607 2.290107  0.34
H: 0.868397 3.399878 3.782185  -0.22
H: 2.144630 4.538878 3.362318  0.45
H: 1.801887 1.914822 -2.313846  -0.05
H: 2.893726 3.213156 -2.156743  0.28

Force components x, y, z for each atom (eV/Å):
-0.3278 0.4451 -0.1121
0.0810 -0.0594 -0.0872
-0.0361 0.0494 -0.0118
0.0460 -0.0347 0.0676
-0.0005 -0.0067 0.0494
-0.0181 0.0264 -0.0269
0.0005 0.0143 0.0172
0.0107 0.0053 -0.0084
0.0020 -0.0241 0.0086
-0.0314 -0.0190 0.0143
0.0167 0.0121 0.0126
-0.0038 -0.0022 -0.0161
-0.0048 -0.0112 0.0158
0.0057 -0.0035 0.0082
-0.0055 -0.0100 -0.0102
-0.0161 -0.0175 0.0022
0.0057 -0.0031 0.0039
0.0005 -0.0052 -0.0016
-0.0022 0.0049 -0.0016
0.0063 0.0039 0.0071
-0.0011 -0.0012 0.0099
0.0064 0.0053 0.0037
0.0017 0.0026 -0.0012
-0.0028 -0.0001 -0.0022
-0.0001 0.0027 0.0056
0.0041 0.0086 0.0037
-0.0758 -0.0984 -0.0042
0.0772 -0.0086 -0.0045
-0.1625 0.1492 0.0770
0.2433 -0.2022 0.0864
0.0170 0.0706 0.0729
0.0049 0.0142 0.0417
0.0014 -0.0108 -0.0445
0.0177 0.0283 0.0235
0.0139 -0.0035 0.0071
0.0315 0.0601 -0.1318
-0.0519 0.0108 -0.0176
-0.0312 -0.0489 -0.0178
-0.0087 0.0191 -0.0083
0.0094 0.0073 -0.0027
-0.0070 0.0216 0.0019
0.0366 0.0054 -0.0527
0.1058 0.0142 0.0847
-0.0003 -0.0165 -0.0479
-0.0347 0.0305 0.0073
-0.0158 -0.0016 -0.0009
0.0028 -0.0016 -0.0059
-0.0161 0.0017 0.0024
0.0224 -0.0038 0.0190
0.0232 0.1072 -0.1115
-0.0252 0.0476 0.0833
0.0136 0.0016 -0.0037
-0.0165 0.0123 -0.0670
0.0190 0.0277 0.0063
0.0328 -0.0718 0.0788
-0.0433 0.0026 0.0209
-0.0211 0.0578 0.0065
-0.0025 0.0376 -0.0044
0.0297 -0.0180 -0.0006
-0.0072 -0.0645 -0.0356
-0.0024 -0.0490 -0.0689
-0.0083 0.0125 0.0067
-0.0011 0.0028 0.0035
0.0039 0.0065 -0.0123
-0.0065 -0.0052 0.0031
-0.0019 -0.0078 0.0486
-0.0232 -0.0447 0.0007
0.0018 -0.0032 0.0001
-0.0006 -0.0030 0.0009
-0.0016 0.0032 0.0013
-0.0384 0.0144 0.0285
0.0119 -0.0062 -0.0016
-0.0004 -0.0040 0.0002
-0.0016 0.0029 0.0041
0.0061 0.0000 -0.0039
-0.0104 0.0032 0.0033
-0.0256 -0.0477 -0.0370
-0.0021 -0.0042 0.0048
0.0048 -0.0171 0.0350
-0.0018 0.0339 -0.0559
-0.0031 0.0104 -0.0174
0.0241 -0.0006 0.0043
-0.0627 -0.0329 -0.0898
0.2786 -0.1105 0.1142
-0.0486 0.0148 -0.0301
0.0009 0.0435 -0.0261
0.0027 -0.0195 -0.0098
0.0186 0.0292 0.0178
-0.0547 0.0043 -0.0157
0.0717 -0.0936 0.0145
-0.0438 0.0242 0.0707
0.0192 -0.0063 -0.0164
0.1169 -0.0206 0.0278
0.0000 -0.0105 0.0125
-0.0015 -0.0050 -0.0082
-0.0051 -0.0026 0.0037
0.0022 0.0356 -0.0223
0.0182 -0.0443 -0.0371
-0.0488 0.0312 0.0236
0.1147 0.0578 -0.0037
-0.0041 -0.0893 -0.0584
-0.2648 -0.0853 -0.0197
0.0850 -0.1077 0.0374
0.0222 0.0365 0.0211
-0.0196 -0.0108 0.0632
-0.0051 0.0109 -0.0068
-0.0248 0.0069 -0.0332
-0.0047 -0.0015 -0.0198
0.0103 -0.0722 0.0463
0.0052 -0.0177 0.0278
-0.0284 -0.0287 -0.0457
0.0073 0.0069 0.0058